(1)
{"formula": "C4H14IN3OsS", "method": "the ωB97M-V functional and the def2-TZVPD basis", "elements": ["C", "C", "H", "H", "H", "H", "H", "H", "Os", "C", "H", "H", "H", "I", "N", "N", "C", "N", "S", "H", "H", "H", "H", "H"], "xyz": [[-0.985, -1.445, -2.955], [1.362, 1.118, -3.013], [-0.128, -1.927, -3.398], [-1.250, -0.736, -3.725], [-1.753, -2.063, -2.473], [2.030, 1.728, -2.394], [1.749, 0.288, -3.594], [0.697, 1.633, -3.693], [0.058, -0.018, -2.054], [-1.427, 1.342, -2.137], [-1.130, 2.187, -2.771], [-1.755, 1.784, -1.182], [-2.325, 0.924, -2.615], [1.973, -1.844, -1.049], [-1.059, -0.695, -0.287], [-0.939, 0.072, 0.941], [0.056, 0.944, 1.071], [0.338, 1.339, 2.292], [0.762, 1.629, -0.311], [-0.881, -1.673, -0.020], [-2.087, -0.692, -0.466], [-1.231, -0.439, 1.801], [1.143, 1.964, 2.494], [-0.055, 0.847, 3.116]], "lowdin_charge": [-0.271, -0.331, 0.006, 0.030, 0.064, 0.012, 0.024, 0.037, 1.107, -0.303, 0.051, 0.028, 0.051, 0.706, -0.131, -0.011, -0.788, 0.170, 0.795, 0.090, 0.143, 0.195, 0.164, 0.164], "energy_ha": -1110.81682, "relative_energy_ev": 1.079, "max_force_ev_per_a": 4.78, "e_lumo_ev": [-7.351, -11.450], "mol_weight_g_mol": 453.4, "spin_multiplicity": 5, "s_squared": 6.017, "charge": 2}



(2)
{"formula": "C35H40HgN4P2", "method": "the ωB97M-V functional and the def2-TZVPD basis", "elements": ["Hg", "C", "C", "C", "C", "C", "C", "C", "C", "C", "H", "H", "H", "H", "H", "H", "H", "H", "H", "H", "H", "H", "H", "H", "H", "P", "P", "N", "N", "N", "N", "C", "C", "C", "C", "C", "C", "C", "C", "C", "C", "C", "C", "C", "C", "C", "C", "C", "C", "H", "H", "H", "H", "H", "H", "H", "H", "H", "H", "H", "H", "H", "H", "H", "H", "H", "H", "H", "H", "C", "C", "C", "C", "C", "C", "C", "C", "H", "H", "H", "H", "H"], "xyz": [[0.257, -0.296, -0.028], [0.018, -1.385, -8.344], [-0.554, -0.297, -7.816], [-1.986, 0.097, -7.924], [-2.980, -1.074, -7.971], [-2.747, -2.116, -6.907], [-1.970, -3.198, -7.043], [-1.232, -3.617, -8.292], [-0.674, -2.466, -9.146], [-0.273, -1.724, 1.590], [1.116, -1.494, -8.362], [0.090, 0.499, -7.439], [-2.133, 0.707, -8.828], [-2.240, 0.750, -7.078], [-4.000, -0.667, -7.856], [-2.966, -1.534, -8.967], [-3.401, -1.998, -6.030], [-1.982, -3.991, -6.286], [-1.882, -4.230, -8.940], [-0.403, -4.285, -8.007], [0.061, -2.892, -9.856], [-1.469, -2.048, -9.780], [0.654, -1.869, 2.160], [-0.608, -2.680, 1.183], [-1.030, -1.343, 2.286], [-2.171, -0.941, -1.151], [-0.029, 1.260, -2.087], [-2.164, -2.630, -1.412], [-3.566, -0.655, -0.227], [0.981, 0.550, -3.283], [0.542, 2.874, -2.073], [-2.411, -0.154, -2.749], [-1.688, 1.232, -2.853], [-1.066, -3.483, -1.191], [-1.445, -4.775, -1.514], [-2.805, -4.721, -1.978], [-3.225, -3.406, -1.910], [-3.742, -1.069, 1.112], [-4.885, -0.471, 1.619], [-5.442, 0.351, 0.571], [-4.612, 0.234, -0.529], [2.079, -0.272, -2.989], [2.538, -0.829, -4.171], [1.705, -0.334, -5.231], [0.772, 0.514, -4.665], [0.794, 3.709, -3.181], [1.070, 4.978, -2.707], [0.986, 4.940, -1.272], [0.671, 3.647, -0.903], [-3.485, -0.035, -2.963], [-2.000, -0.843, -3.508], [-1.629, 1.542, -3.912], [-2.263, 2.004, -2.306], [-0.139, -3.071, -0.817], [-0.833, -5.659, -1.415], [-3.396, -5.563, -2.313], [-4.167, -2.936, -2.154], [-3.022, -1.730, 1.570], [-5.289, -0.596, 2.616], [-6.349, 0.943, 0.639], [-4.662, 0.708, -1.497], [2.402, -0.370, -1.961], [3.376, -1.490, -4.285], [1.781, -0.565, -6.283], [-0.029, 1.090, -5.117], [0.780, 3.307, -4.183], [1.313, 5.839, -3.311], [1.147, 5.771, -0.606], [0.554, 3.162, 0.056], [1.003, 0.824, 1.659], [1.362, 1.081, 2.821], [1.760, 1.226, 4.206], [3.104, 1.443, 4.638], [3.467, 1.349, 5.990], [2.518, 1.050, 6.970], [1.175, 0.907, 6.583], [0.809, 1.021, 5.232], [3.879, 1.655, 3.893], [4.524, 1.516, 6.276], [2.787, 0.951, 8.033], [0.414, 0.716, 7.336], [-0.242, 0.920, 4.966]], "lowdin_charge": [0.740, -0.102, -0.135, -0.191, -0.204, -0.112, -0.106, -0.190, -0.205, -0.296, 0.104, 0.089, 0.121, 0.101, 0.113, 0.094, 0.098, 0.102, 0.119, 0.109, 0.113, 0.096, -0.026, -0.061, -0.025, 0.908, 0.938, -0.250, -0.249, -0.256, -0.255, -0.358, -0.336, -0.151, -0.081, -0.091, -0.124, -0.111, -0.079, -0.088, -0.138, -0.134, -0.068, -0.072, -0.145, -0.119, -0.084, -0.082, -0.116, 0.073, 0.092, 0.074, 0.095, 0.063, 0.094, 0.093, 0.107, 0.088, 0.095, 0.094, 0.088, 0.085, 0.094, 0.074, 0.088, 0.095, 0.093, 0.094, 0.081, -0.229, -0.178, -0.261, -0.047, -0.107, -0.111, -0.095, -0.053, 0.107, 0.104, 0.100, 0.095, 0.107], "energy_ha": -2412.59959, "relative_energy_ev": 0.000, "max_force_ev_per_a": 3.32, "e_lumo_ev": -0.203, "mol_weight_g_mol": 779.3}



(3)
{"formula": "C26H23Cl2NZn", "method": "the ωB97M-V functional and the def2-TZVPD basis", "elements": ["Cl", "Zn", "Cl", "C", "C", "C", "C", "C", "C", "C", "C", "C", "H", "H", "H", "H", "H", "H", "H", "C", "C", "N", "C", "C", "C", "C", "C", "C", "C", "C", "C", "C", "C", "C", "C", "C", "C", "H", "H", "H", "H", "H", "H", "H", "H", "H", "H", "H", "H", "H", "H", "H", "H"], "xyz": [[5.917, 2.195, 4.556], [4.769, 2.979, 2.953], [3.577, 3.707, 1.351], [0.931, -0.015, 4.137], [0.904, -0.749, 2.918], [-0.185, -0.272, 2.126], [-0.822, 0.806, 2.850], [-0.105, 0.972, 4.108], [-0.610, 1.803, 5.121], [-1.759, 2.559, 4.865], [-2.435, 2.431, 3.636], [-1.998, 1.536, 2.649], [1.596, -0.175, 4.986], [1.565, -1.579, 2.652], [-0.670, -0.834, 1.329], [-0.133, 1.812, 6.105], [-2.162, 3.233, 5.623], [-3.348, 3.006, 3.453], [-2.557, 1.403, 1.727], [3.198, 0.212, 0.579], [2.581, -0.618, -0.466], [3.316, -1.413, -1.281], [2.499, -2.146, -2.136], [1.157, -1.776, -1.865], [0.162, -2.376, -2.630], [0.507, -3.250, -3.674], [1.849, -3.552, -3.960], [2.870, -2.980, -3.187], [1.213, -0.728, -0.820], [0.178, 0.089, -0.340], [-1.063, 0.200, -1.113], [-0.982, 0.433, -2.510], [-2.121, 0.557, -3.290], [-3.389, 0.487, -2.706], [-4.613, 0.656, -3.539], [-3.486, 0.252, -1.331], [-2.353, 0.096, -0.546], [2.591, 1.105, 0.751], [3.302, -0.323, 1.537], [4.201, 0.530, 0.255], [4.330, -1.426, -1.278], [-0.884, -2.166, -2.409], [-0.281, -3.698, -4.289], [2.091, -4.221, -4.785], [3.931, -3.147, -3.387], [0.478, 0.976, 0.250], [-0.002, 0.514, -2.972], [-2.032, 0.718, -4.364], [-5.499, 0.693, -2.898], [-4.560, 1.584, -4.124], [-4.731, -0.176, -4.245], [-4.483, 0.206, -0.886], [-2.455, -0.131, 0.515]], "lowdin_charge": [-0.098, 0.212, -0.052, -0.062, -0.108, -0.102, -0.184, -0.210, -0.050, -0.112, -0.108, -0.047, 0.094, 0.094, 0.080, 0.105, 0.092, 0.093, 0.077, -0.031, -0.207, 0.141, -0.190, -0.099, -0.026, -0.077, -0.087, -0.021, -0.109, 0.026, -0.200, -0.042, -0.036, -0.284, -0.059, -0.031, -0.023, 0.040, 0.091, 0.085, 0.171, 0.113, 0.105, 0.101, 0.110, 0.127, 0.125, 0.119, 0.076, 0.086, 0.087, 0.116, 0.091], "energy_ha": -3759.02081, "relative_energy_ev": 1.054, "max_force_ev_per_a": 2.09, "e_lumo_ev": -1.148, "mol_weight_g_mol": 485.8}



(4)
{"formula": "C5H15NO3S", "method": "the ωB97M-V functional and the def2-TZVPD basis", "elements": ["O", "C", "N", "C", "C", "C", "S", "C", "H", "H", "H", "H", "H", "H", "H", "H", "H", "H", "H", "H", "H", "O", "H", "H", "O"], "xyz": [[0.371, 1.838, -2.772], [-0.124, 1.148, -1.933], [0.337, 1.184, -0.567], [-0.212, 0.400, 0.539], [0.257, 0.753, 1.948], [1.770, 1.082, 2.179], [2.780, -0.301, 1.816], [-1.396, 0.368, -2.204], [1.031, 1.882, -0.283], [-1.426, 0.446, 0.526], [0.068, -0.775, 0.428], [-0.295, 1.700, 2.216], [-0.123, -0.058, 2.609], [2.048, 1.904, 1.569], [1.938, 1.329, 3.297], [3.220, 0.182, 0.647], [-1.553, 0.111, -3.267], [-1.514, -0.691, -1.750], [-2.308, 0.924, -2.118], [-3.235, -1.835, 1.615], [-1.922, -2.188, 1.059], [-2.764, -1.858, 0.713], [1.126, -3.257, -2.218], [0.814, -1.927, -1.635], [1.113, -2.360, -2.413]], "lowdin_charge": [0.109, -0.489, 0.046, -0.269, -0.234, -0.486, 1.164, -0.011, 0.124, 0.168, 0.128, 0.148, 0.128, 0.068, 0.143, -0.028, 0.097, 0.101, 0.082, 0.091, 0.017, -0.090, 0.007, -0.016, 0.002], "energy_ha": -877.78281, "relative_energy_ev": 0.000, "max_force_ev_per_a": 3.25, "e_lumo_ev": [-4.256, -9.347], "mol_weight_g_mol": 169.2, "spin_multiplicity": 2, "s_squared": 0.753, "charge": 1}



(5)
{"formula": "IO2S", "method": "the ωB97M-V functional and the def2-TZVPD basis", "elements": ["O", "O", "S", "I"], "xyz": [[2.048, -1.165, -0.540], [-1.878, 1.585, 0.516], [1.120, -0.369, 0.376], [-1.291, -0.051, -0.352]], "lowdin_charge": [-0.875, -1.084, 0.169, 0.789], "energy_ha": -846.29695, "relative_energy_ev": 4.439, "max_force_ev_per_a": 1.51, "e_lumo_ev": 3.307, "mol_weight_g_mol": 191.0, "charge": -1}



(6)
{"formula": "C3H4O2V", "method": "the ωB97M-V functional and the def2-TZVPD basis", "elements": ["H", "O", "O", "C", "C", "C", "H", "H", "H", "V"], "xyz": [[1.394, 1.580, 0.473], [0.190, -1.207, 0.587], [2.172, -1.398, -0.498], [-0.008, 0.063, 0.101], [-1.416, 0.434, 0.109], [1.289, -1.839, 0.162], [-1.492, 1.479, 0.451], [-1.747, 0.477, -0.947], [-2.072, -0.287, 0.613], [1.689, 0.697, -1.050]], "lowdin_charge": [0.035, 0.029, 0.054, -0.229, -0.048, -0.097, 0.112, 0.119, 0.109, 0.916], "energy_ha": -1210.69712, "relative_energy_ev": 0.218, "max_force_ev_per_a": 3.65, "e_lumo_ev": [-5.614, -6.277], "mol_weight_g_mol": 123.0, "spin_multiplicity": 5, "s_squared": 6.038, "charge": 1}



(7)
{"formula": "C10H4BaClNO5", "method": "the ωB97M-V functional and the def2-TZVPD basis", "elements": ["O", "C", "Ba", "O", "C", "C", "O", "C", "O", "C", "O", "Cl", "C", "C", "C", "C", "N", "C", "H", "H", "H", "H"], "xyz": [[0.347, -5.220, -0.433], [0.273, -4.125, -0.343], [0.081, -1.300, -0.114], [-2.908, -2.339, 1.543], [-1.896, -2.337, 0.971], [2.165, -1.874, -1.329], [3.161, -1.645, -1.882], [-1.024, -2.018, -2.216], [-1.607, -1.865, -3.211], [1.293, -2.192, 1.857], [1.861, -2.122, 2.869], [2.337, 3.876, 0.755], [0.951, 2.968, 0.439], [-0.306, 3.600, 0.294], [-1.437, 2.807, 0.031], [-1.298, 1.468, -0.074], [-0.096, 0.968, 0.075], [1.050, 1.604, 0.324], [-0.372, 4.666, 0.385], [-2.402, 3.259, -0.083], [-2.168, 0.775, -0.283], [1.995, 1.047, 0.425]], "lowdin_charge": [0.197, -0.118, 1.766, 0.165, -0.132, -0.134, 0.167, -0.130, 0.166, -0.131, 0.167, 0.818, -0.650, 0.019, -0.003, -0.172, -0.352, -0.168, 0.128, 0.130, 0.140, 0.125], "energy_ha": -1299.39752, "max_force_ev_per_a": 8.70, "e_lumo_ev": -9.065, "mol_weight_g_mol": 390.9, "charge": 2}